The following is a quantum chemistry calculation of 2 unconnected molecules or ions with the total composition C14H16, from the Open Molecules 2025 dataset.

Computed properties:
ΔE to the lowest compared entry with this formula, charge and spin, kcal per mole: 14.0
E_HOMO, eV: -8.8015
SMILES: Cc1ccccc1.Cc1ccccc1

CARTESIAN COORDINATES (ANGSTROEM)
1 C -3.26258 2.77060 1.55704
2 C -2.37137 1.61339 1.87776
3 C -2.83832 0.29993 1.86057
4 C -1.99186 -0.78351 2.16988
5 C -0.66126 -0.50287 2.51512
6 C -0.16707 0.78352 2.50115
7 C -1.01713 1.80107 2.12514
8 H -3.02453 3.32734 0.65326
9 H -3.12314 3.46301 2.39418
10 H -4.28270 2.41391 1.41371
11 H -3.86859 0.14340 1.56222
12 H -2.46464 -1.75125 2.15586
13 H -0.09578 -1.41786 2.65840
14 H 0.86901 1.00505 2.71550
15 H -0.60128 2.79510 1.99456
16 C 3.84729 -0.57445 -3.27203
17 C 2.55954 -0.78731 -2.58136
18 C 2.02049 -2.05895 -2.34386
19 C 0.85913 -2.28031 -1.62326
20 C 0.22049 -1.18560 -1.04520
21 C 0.74153 0.07933 -1.26391
22 C 1.89601 0.32064 -1.99728
23 H 4.35176 -1.54303 -3.25085
24 H 4.45083 0.21417 -2.81805
25 H 3.71804 -0.24618 -4.30142
26 H 2.68623 -2.83675 -2.71075
27 H 0.51338 -3.29677 -1.50570
28 H -0.66894 -1.21995 -0.43129
29 H 0.34809 0.92751 -0.71359
30 H 2.43181 1.25577 -1.90252

Forces on the atoms, in the same order (eV/Å):
C 0.1 0.1 0.3
C 0.5 -0.8 -0.8
C 0.3 -0.1 0.2
C -0.6 2.1 0.0
C -1.0 -2.0 -0.4
C 0.0 -0.2 -0.3
C 0.1 0.8 0.2
H 0.4 -0.1 -0.2
H -0.7 0.1 -0.2
H -0.1 0.3 0.4
H 0.0 -0.2 0.2
H 0.5 -0.4 0.0
H 0.6 0.5 0.4
H 0.0 -0.1 0.0
H -0.1 0.1 0.2
C 0.4 -0.4 -0.3
C -1.5 1.2 1.4
C 1.2 0.6 -0.7
C 0.0 0.3 0.1
C -0.1 0.2 -0.6
C 0.6 0.9 0.5
C 0.4 -1.7 0.2
H 0.5 0.3 -0.3
H 0.0 -0.3 0.3
H -0.1 -0.2 -0.2
H -0.6 -0.5 0.0
H -0.1 0.0 0.2
H 0.0 -0.5 0.0
H -0.4 -0.1 -0.1
H -0.3 0.3 -0.4